Entry 1:
Density functional theory data (the ωB97M-V functional and the def2-TZVPD basis) for a molecular structure, C27H44N3OP3Rh at a distorted geometry.

Its net charge is +3. Its energy above the lowest of the compared OMol25 structures with the same formula, charge and spin is 59.1 kJ/mol. As for the multiplicity: 5. As for the expectation value of S²: 6.068. Its orbital gap (alpha / beta) is 6.62 / 3.44 eV. As for the total energy: -66075.72346 eV.

Last column: Löwdin spin population.
Atoms and positions in Å:
H 2.75887 0.96800 0.90467  0.00
H 2.63932 -3.89878 -1.94233  0.00
C -0.69380 1.60905 -2.49571  0.16
H -0.30346 -4.13550 0.34471  0.00
C -0.47719 4.39430 -7.12077  0.01
C 0.35971 2.49098 -4.92498  0.25
P -1.37479 -2.16329 -0.62651  0.16
H 1.98434 3.32093 -3.76571  0.00
H 3.91910 -1.71035 -1.81023  0.00
H 0.75991 2.19756 3.66493  0.00
H 0.43303 4.10412 -7.66514  0.00
C 3.29920 -1.16904 -2.53971  0.04
H -3.01994 1.57225 6.33283  0.00
H 3.28763 -2.82419 0.96545  0.00
N -1.20641 1.77287 4.38997  0.12
C -0.37435 1.00475 8.42460  0.18
H 1.17270 -0.42201 -4.49826  0.00
O -1.04143 0.94451 -1.42949  0.33
C -1.70726 1.17107 8.00447  0.03
P 1.57278 -1.77450 -2.51810  0.17
C -2.74002 -1.14420 -0.00121  0.04
C 1.04659 2.76691 -3.73883  0.03
H -1.66988 2.81244 -7.89152  0.00
H -2.18855 -2.19776 -2.89753  0.00
N 0.18776 0.68053 10.94947  0.18
C -1.48573 1.53881 -3.68373  0.12
C -1.98445 1.44089 6.65851  0.07
C -0.92533 1.56440 5.75213  0.16
N -0.78350 1.81865 2.19888  0.04
Rh 0.27070 -0.75099 -1.07509  1.07
H -2.45815 1.04984 -3.63298  0.00
H -1.28157 -3.69391 -2.51675  0.00
H 1.06899 2.46785 -1.59145  0.01
H -0.30202 -1.28295 2.32812  0.00
C -1.99787 -2.95796 -2.12792  0.04
C -2.42789 1.59377 3.72916  -0.02
C 0.67876 1.06044 7.49944  0.02
H -2.07150 -4.05486 0.63240  0.01
H 0.55469 0.38733 0.14187  0.11
H 1.94031 -3.45834 -0.00501  0.00
C 0.74281 -0.94627 2.34907  0.02
H -2.80330 1.43320 1.54702  0.00
C 0.94386 -1.45400 -4.19939  0.06
H -2.94140 -3.45997 -1.87129  0.01
C 1.69816 -3.59542 -2.42070  0.01
H 1.70751 0.86351 7.82381  0.00
C -0.26477 1.97834 3.40982  0.04
H 1.69088 -3.98763 -3.44738  0.00
H 0.74072 0.12484 2.57057  0.00
H -2.72233 -0.17192 -0.51050  0.00
H -0.95575 -3.05934 1.61507  0.00
H 1.22486 1.49984 5.46589  0.00
H -1.52843 1.90513 -5.78466  0.00
H -2.52505 1.10641 8.72673  0.00
H 0.84967 -4.03178 -1.87579  0.00
H -2.59567 -0.98901 1.07212  0.00
H 1.41410 -2.14913 -4.91117  0.01
C -0.93305 1.95186 -4.87380  0.02
H -3.36855 1.49561 4.25097  0.00
H 3.65070 -0.35775 1.69401  0.00
P 1.55899 -1.12318 0.72509  0.05
H 1.29358 -1.48754 3.13148  0.00
C -0.07675 0.80108 9.81366  0.02
H 0.78342 2.79441 -5.88248  0.01
H -3.68252 -1.67724 -0.17228  0.01
C -1.61549 3.70329 -7.24980  0.02
C -2.13762 1.59932 2.38169  0.07
H -0.40708 5.31240 -6.52320  0.00
C -1.13819 -3.47317 0.61379  0.02
C 0.53069 2.34536 -2.53032  0.16
C 0.40364 1.38729 6.16988  0.08
H -0.14598 -1.59328 -4.22463  0.00
H 3.67350 -0.19538 -0.08669  0.00
C 3.05596 -0.08398 0.81286  0.03
H 1.77092 -3.32534 1.75891  0.00
H 3.32820 -0.09168 -2.32220  0.00
H -2.55672 4.03773 -6.79397  0.00
C 2.19406 -2.84369 0.86599  0.00
H 3.72309 -1.33655 -3.54083  0.01


Entry 2:
Density functional theory data (the ωB97M-V functional and the def2-TZVPD basis) for a molecular structure, C27H44N6O5PbS4.

Its net charge is +2. Its energy above the lowest of the compared OMol25 structures with the same formula, charge and spin is 65.6 kJ/mol. Its orbital gap is 8.22 eV. As for the total energy: -96468.42300 eV.

Last column: Löwdin charge in e.
Atoms and positions in Å:
C -6.76807 -1.85695 -0.96038  -0.05
H -2.43818 4.97877 1.22219  0.15
H -3.48452 2.93816 0.21353  0.12
H 3.85845 -4.16327 0.09095  0.11
H -7.68912 -2.09955 -1.47257  0.12
C 3.91910 0.07766 -1.99738  -0.62
H 3.04121 0.30917 -4.58065  0.07
C -0.19034 4.47928 -1.38944  -0.35
C -0.88458 5.17490 -0.21641  -0.09
H 5.21453 -1.22542 -3.05970  0.11
H -0.96213 -1.90946 1.53087  0.06
C -1.86079 4.30669 0.58229  -0.35
C -5.14050 -0.23956 -0.26029  -0.11
S 1.98744 -2.11388 0.05872  1.01
H 3.14053 -6.09636 3.84349  0.11
Pb 0.47969 1.26671 0.51817  1.54
N -1.19315 3.27938 1.40076  0.00
N 0.81583 3.50469 -0.94641  -0.02
C -6.31460 -0.54496 -0.93048  -0.07
O 0.90566 -1.16075 0.52240  -0.72
C -1.20429 3.76296 -2.27726  -0.10
H -0.13361 5.59706 0.45759  0.13
C -4.86477 -2.55352 0.34115  -0.07
C 1.61660 -3.37358 2.52433  -0.07
H -6.42690 -3.86671 -0.30189  0.12
C -4.39488 -1.24747 0.33562  -0.37
O -2.38241 0.45266 0.43991  -0.64
C 3.95731 1.55106 -0.09985  -0.70
H -2.32384 -2.86725 -1.03122  0.11
N 2.76337 1.38012 -0.61182  -0.14
H 0.93723 -2.59577 -2.00040  0.10
H -3.48854 4.38292 -0.81798  0.14
H 5.16458 2.39078 1.27796  0.11
C 4.04202 -0.11177 -4.49316  -0.08
H -0.62261 3.72050 2.11799  0.10
C 2.91015 -5.31210 3.13429  -0.06
H -2.64279 1.78885 -3.19699  0.18
O 3.19561 -0.26187 2.24697  -0.33
H 1.37821 3.17153 -1.72425  0.08
H 1.62466 -4.05079 -1.24541  0.10
H 3.50145 2.49927 1.59806  0.07
C -1.46323 -2.47919 -0.48684  -0.21
H 1.41821 -4.41356 4.38509  0.12
H -1.14647 -1.55798 -0.97822  0.10
H -4.79999 0.77880 -0.13099  0.08
C 2.98926 0.83289 4.58132  -0.12
H -0.67808 -4.40939 -1.06287  0.12
C -0.33600 -3.54563 -0.49185  -0.20
H 4.38537 -5.95754 1.71075  0.11
C -2.85010 3.61600 -0.36566  -0.09
H 0.28032 5.26148 -1.98992  0.15
H 4.76792 0.69660 -4.58716  0.08
H 1.46541 3.95746 -0.30743  0.09
N -3.10994 2.20627 -2.39006  0.25
C -1.85513 -2.15534 0.95257  -0.34
O 1.74083 1.68143 2.46522  -0.55
H 3.50765 -1.67470 -3.09879  0.11
N 2.75603 0.53625 -1.69997  0.00
C 2.30223 -3.32762 1.32533  -0.39
C 3.60752 -5.23950 1.93283  -0.06
H 4.20373 -0.80558 -5.31671  0.08
C 4.20145 -0.83450 -3.15135  -0.23
H -2.37721 -2.98155 1.44018  0.10
H 3.45864 -0.05694 4.99493  0.08
S 5.16860 0.65245 -0.93120  1.16
H -1.80951 4.51334 -2.79684  0.14
S -2.92738 -0.72625 1.23267  1.03
H -0.17426 -3.90598 0.52810  0.11
S 2.18850 0.35370 3.08454  0.39
H -6.89452 0.23473 -1.40797  0.11
H -1.88757 2.71928 1.88892  0.09
O 1.01838 -0.42210 3.41617  -0.33
N 4.23294 2.43019 0.89592  0.12
H -0.65990 3.18628 -3.03326  0.13
C -2.10769 2.85279 -1.46129  -0.31
C 1.02201 -3.15952 -1.06781  -0.30
H -1.56049 2.02243 -1.02387  0.06
H -4.31881 -3.34368 0.83952  0.11
H 2.23729 1.22916 5.26039  0.08
C 1.93449 -4.37289 3.43498  -0.05
C 3.30957 -4.23732 1.02479  -0.09
H -3.78761 2.88899 -2.73422  0.18
H 0.87688 -2.61682 2.75657  0.09
H -3.60909 1.45756 -1.90287  0.14
C -6.05327 -2.85135 -0.30955  -0.05
H -1.44931 6.01752 -0.62008  0.14
H 3.73936 1.58719 4.35266  0.07


Entry 3:
Density functional theory data (the ωB97M-V functional and the def2-TZVPD basis) for a molecular structure, C27H45As2N8O2PSTi.

Its net charge is 0. Its energy above the lowest of the compared OMol25 structures with the same formula, charge and spin is 48.6 kJ/mol. As for the multiplicity: 3. As for the expectation value of S²: 2.008. Its orbital gap (alpha / beta) is 5.65 / 7.15 eV. As for the total energy: -209665.82822 eV.

Last column: Löwdin spin population.
Atoms and positions in Å:
C 3.50167 -1.08493 -2.56165  0.00
C -1.96353 2.76036 -1.64108  0.00
H -0.70202 3.68776 -4.24835  0.00
H -1.31995 -3.91594 4.01282  0.00
C -3.97225 4.05701 -1.28477  0.00
H -0.06655 3.76241 2.37650  0.00
H 4.93435 -2.53910 -3.18640  0.00
P -1.30586 -1.36094 2.03402  0.01
C 2.49172 -2.12743 -2.47437  0.05
H 0.62694 2.55181 -4.60596  0.00
H 4.13393 2.24055 -2.33895  0.00
H 6.36934 1.48126 -3.06753  0.00
C 4.06459 -1.86589 1.56360  0.00
N 2.45676 -0.72159 0.50787  0.01
O 2.12082 0.75601 -1.88358  0.03
S -1.55094 -1.52402 -1.66958  0.02
H -1.73859 0.43318 5.08061  0.00
C -3.16732 3.28228 -2.10581  0.00
C 0.43978 -0.66384 3.93586  0.00
C -0.64198 -3.88660 1.27369  0.00
C 0.04688 3.02482 -3.81365  0.00
H 2.23579 3.52550 0.45845  0.00
As 0.08961 2.21483 0.32664  0.03
C -2.10097 1.00490 -4.08343  0.01
N -1.47894 -4.12108 -2.16681  0.00
H -4.83806 -1.36695 1.62291  0.00
C 3.49250 0.06487 0.67741  0.01
O -0.21129 -0.97904 1.10867  0.03
N 1.32045 -2.00720 -1.97692  0.00
N 4.49357 -0.58068 1.32311  0.00
H 0.67743 -1.49210 4.61557  0.00
H 3.57012 1.07635 0.31654  0.00
H 1.09434 -0.71741 3.06598  0.00
C -2.06136 -3.63610 3.25458  0.00
H -1.76556 -1.31195 5.37326  0.00
H 2.12432 -2.76179 1.04301  0.00
H -1.58623 0.29746 -4.73309  0.00
C -0.69906 -3.00488 -1.98152  0.00
H -2.95101 0.90457 0.54024  0.00
H 6.78570 -0.93817 -3.48532  0.00
H -2.90911 0.47071 -3.58765  0.00
C 2.80249 -1.92775 1.06386  0.00
C 5.81464 -0.59427 -3.15714  0.00
H 1.77948 3.25588 -1.22624  0.00
H -4.19702 4.93042 0.66272  0.00
Ti 0.62386 -0.27306 -0.87063  1.71
H -2.07633 4.04112 1.50682  0.00
N -0.94900 -0.70457 3.51692  0.00
H -2.40755 -4.08845 -1.78745  0.00
H -2.78966 -2.96722 3.71535  0.00
H 0.63795 0.27260 4.46557  0.00
H 4.68363 -2.59647 2.05089  0.00
H 0.23370 -4.26297 1.81722  0.00
C 4.77453 -1.48491 -2.98562  0.01
H 0.97326 4.54792 -0.26779  0.00
C 3.26045 0.29104 -2.30708  0.01
C -3.88714 -1.57746 1.12298  0.00
H -4.91091 4.44572 -1.65923  0.00
C -1.56195 3.03657 -0.32923  0.01
H -2.91333 -0.58127 4.23220  0.00
H -0.99277 -5.00324 -2.15172  0.00
H 2.75053 -3.10057 -2.89389  0.00
H -2.59226 -4.54011 2.94488  0.00
N 0.58371 -3.18612 -2.09935  0.00
H -2.24498 1.17361 2.14656  0.00
C -3.01212 0.62723 1.59814  0.00
H -2.49043 1.83009 -4.68007  0.00
C 5.57511 0.75810 -2.92314  0.01
As -0.81181 1.61808 -2.75307  0.02
C 1.40406 3.54730 -0.24756  0.00
H -3.96443 -1.31448 0.06569  0.00
H -0.77165 2.15945 2.73591  0.00
N -2.83277 -0.80690 1.76595  0.00
H -3.49257 3.07515 -3.11774  0.00
N -1.44875 -3.00878 2.10032  0.00
C -2.37008 3.82332 0.48747  0.00
H 0.72559 3.59953 -3.18806  0.00
C 4.33096 1.18937 -2.51606  0.00
H -3.67995 -2.64159 1.19225  0.00
C 0.03480 2.68714 2.22627  0.00
C -1.89186 -0.54036 4.60316  0.00
H 0.97837 2.35556 2.66199  0.00
H 5.40371 -0.20487 1.51788  0.00
H -3.98848 0.92630 1.98877  0.00
H -1.24385 -4.74510 0.96247  0.00
H -0.31621 -3.35813 0.37963  0.00
C -3.57295 4.32812 0.01432  0.00


Among the records above, which one has the highest net charge? C27H44N3OP3Rh


Look up the net charge of the third one. 0